Entry 1:
Here is C18H12F10GaN3OSeTe as an isolated structure from OMol25. Energies are from ωB97M-V/def2-TZVPD.

Results
E_HOMO   -9.168 eV
Frontier orbital gap   7.860 eV
Molecular weight   752.58 g/mol
Energy above the lowest of the compared OMol25 structures with the same formula, charge and spin   9.2 kcal per mole

```
! RIJCOSX wB97M-V def2-TZVPD def2/J DEFGRID3
* xyz 0 1
Ga 0.28113 1.87794 -1.40179
F -3.17970 2.32806 -2.67180
Te -2.15238 1.46759 -3.96623
F -1.74241 3.05774 -4.84484
F -2.76952 -0.23123 -3.32477
F -3.59255 1.37332 -5.14235
F -1.31366 0.59234 -5.34025
O -0.73665 1.47131 -2.80434
Se 2.41262 0.90762 -1.69196
C 2.90901 0.89745 0.22613
C 3.36272 2.04128 0.85357
C 3.66732 1.99306 2.21440
C 3.50731 0.82298 2.91606
C 3.16527 -0.36497 2.22300
C 2.81210 -0.30332 0.91144
H 3.50962 2.93505 0.31840
H 4.11223 2.87151 2.73001
H 3.86357 0.76218 3.91855
H 3.09067 -1.32758 2.82528
H 2.38810 -1.20620 0.46538
N -2.73546 -7.74507 0.85064
C -2.27807 -6.69987 1.03935
C -1.80785 -5.32232 1.02578
C -2.52209 -4.37646 0.30757
C -2.12294 -3.09085 0.28335
C -1.02730 -2.68362 1.02031
C -0.30554 -3.58240 1.81889
C -0.72780 -4.94074 1.78880
N -0.78190 -1.26029 1.00087
C -0.07984 -0.50031 1.93952
C 0.14661 0.69606 1.39507
N -0.52588 0.76802 0.19706
C -1.07324 -0.42397 -0.01875
H -3.35890 -4.72166 -0.25982
H -2.76362 -2.49334 -0.32724
H 0.53968 -3.26814 2.38407
H -0.10301 -5.64257 2.35001
H 0.45163 -0.99250 2.67393
H 0.79375 1.50271 1.78240
H -1.45290 -0.78514 -0.98273
F -0.57896 3.99101 0.39329
C 0.12592 3.94342 -0.78582
F 1.32757 4.53088 -0.49952
C -0.56590 5.02878 -1.73968
F -1.79414 4.72901 -2.05932
F -0.54035 6.23084 -1.12311
F 0.16575 5.14239 -2.86882
*
```

=====

Entry 2:
Here is a 2-piece molecular cluster, C18H12F4N2O2 overall from OMol25. Energies are from ωB97M-V/def2-TZVPD.

Results
E_HOMO   -6.102 eV
Frontier orbital gap   1.764 eV
Molecular weight   364.30 g/mol
Energy above the lowest of the compared OMol25 structures with the same formula, charge and spin   79.8 kcal per mole

```
! RIJCOSX wB97M-V def2-TZVPD def2/J DEFGRID3
* xyz 0 1
C -4.21947 2.81732 -0.32692
C -2.77147 3.09832 -0.32637
C -1.83679 2.10286 -0.32900
N -0.52379 2.26354 -0.32423
C -0.06781 3.55288 -0.31419
O 1.13020 3.78566 -0.30289
N -0.95246 4.61389 -0.31559
C -2.31647 4.45457 -0.31997
O -3.10093 5.39377 -0.31831
H -4.77968 3.75377 -0.32637
H -4.50574 2.24875 -1.21178
H -4.50492 2.24869 0.55811
H -2.18249 1.08073 -0.33388
H -0.58553 5.55302 -0.31106
F 0.51703 -5.54691 -1.66049
C 0.52013 -4.21767 -1.91085
C 0.13974 -3.73162 -3.14462
C 0.14304 -2.36985 -3.38967
F -0.25447 -1.90649 -4.59445
C 0.53345 -1.49316 -2.40451
C 0.93142 -1.94697 -1.13127
C 1.30466 -0.97811 -0.16567
C 1.69801 -1.10954 1.18973
C 1.95309 0.06749 1.92247
C 2.32535 0.01906 3.24579
F 2.55444 1.15933 3.93221
C 2.45695 -1.20063 3.88626
C 2.21567 -2.37527 3.20475
F 2.33903 -3.57156 3.82372
C 1.84670 -2.32690 1.88503
C 0.90546 -3.34183 -0.92822
H -0.15568 -4.41799 -3.91507
H 0.51928 -0.44090 -2.62456
H 1.24882 0.04230 -0.51208
H 1.84357 1.03123 1.45612
H 2.75273 -1.23918 4.91718
H 1.69496 -3.27606 1.42775
H 1.18400 -3.79654 -0.00709
*
```

=====

Entry 3:
Here is one molecule with the formula C18H12FN3OS2 from OMol25. Energies are from ωB97M-V/def2-TZVPD.

Results
E_HOMO   -8.265 eV
Frontier orbital gap   8.739 eV
Structure (SMILES)   O=c1[nH]c(CSc2nc(-c3ccc(F)cc3)cs2)nc2ccccc12
Molecular weight   369.45 g/mol
Energy above the lowest of the compared OMol25 structures with the same formula, charge and spin   0.0 kcal per mole

```
! RIJCOSX wB97M-V def2-TZVPD def2/J DEFGRID3
* xyz 0 1
O -0.59669 -2.84154 -0.62722
C 0.14094 -2.20676 0.09376
N 1.38546 -1.78645 -0.36847
C 2.26937 -1.06531 0.38091
C 3.58060 -0.74085 -0.26188
S 4.05248 1.01194 -0.07366
C 2.64269 1.76701 -0.73858
N 1.51669 1.17658 -0.92396
C 0.58390 2.01266 -1.46604
C -0.77028 1.51945 -1.70260
C -1.51548 1.94331 -2.80021
C -2.79496 1.46234 -3.00132
C -3.31924 0.55581 -2.09602
F -4.56882 0.08998 -2.29253
C -2.60346 0.12336 -0.99397
C -1.32727 0.61335 -0.80329
C 1.03380 3.27966 -1.69996
S 2.67971 3.45381 -1.22076
N 2.05167 -0.71489 1.59220
C 0.85066 -1.05202 2.16401
C 0.58776 -0.64116 3.47460
C -0.60974 -0.96630 4.07048
C -1.57063 -1.70690 3.38306
C -1.32930 -2.12000 2.09234
C -0.12170 -1.79808 1.47082
H 1.58925 -2.00328 -1.33655
H 4.38737 -1.28612 0.22969
H 3.57061 -0.97081 -1.32715
H -1.08559 2.63864 -3.50508
H -3.38547 1.77504 -3.84804
H -3.03973 -0.58395 -0.30756
H -0.75236 0.31117 0.05731
H 0.49211 4.11620 -2.09027
H 1.34118 -0.06940 3.99246
H -0.80911 -0.64559 5.08241
H -2.50363 -1.95493 3.86605
H -2.05277 -2.69600 1.53505
*
```

=====

Entry 4:
Here is a 2-piece molecular cluster, C18H12NO6 overall from OMol25. Energies are from ωB97M-V/def2-TZVPD.

Results
E_HOMO   -2.611 eV
Frontier orbital gap   2.788 eV
Molecular weight   338.30 g/mol

```
! RIJCOSX wB97M-V def2-TZVPD def2/J DEFGRID3
* xyz -1 1
O 4.94727 0.82556 0.01583
C 4.59040 -0.25513 -0.51090
O 5.59980 -1.04454 -1.11858
C 3.05643 -0.66633 -0.41272
C 2.47251 -1.26569 0.91978
C 0.96167 -1.70433 0.95897
N 0.11662 -1.54308 -0.19816
C -1.33248 -1.98222 -0.25283
C -1.54531 -3.35260 -1.00425
C -2.96384 -3.94237 -1.20411
C -4.17769 -3.14640 -0.65070
C -3.96433 -1.79725 0.12633
C -2.53982 -1.17758 0.34020
C 0.63809 -0.95824 -1.45538
C 2.09268 -0.48641 -1.63601
H 5.25864 -1.91697 -1.41760
H 3.16029 -1.38876 1.83016
H 0.53740 -2.16668 1.91665
H -0.64927 -3.94663 -1.42411
H -3.04037 -4.92873 -1.79369
H -5.21303 -3.59641 -0.81792
H -4.87250 -1.22330 0.53734
H -2.39935 -0.17629 0.88645
H -0.06658 -0.84714 -2.36068
H 2.39174 -0.06767 -2.65348
C 0.11598 3.29122 2.25646
C -0.36899 2.19914 1.61031
C -0.74980 2.46669 0.15539
O -1.13846 1.58458 -0.61361
C -0.65461 3.84014 -0.35243
C -0.18044 4.94436 0.29703
C 0.30160 4.65596 1.72163
O 0.82986 5.48948 2.45111
O -0.09797 6.12166 -0.13588
O -0.52823 1.02266 2.06828
H 0.42318 3.19459 3.29268
H -1.01112 3.94468 -1.37155
*
```

=====

Entry 5:
Here is one molecule with the formula C18H13ClN2OS from OMol25. Energies are from ωB97M-V/def2-TZVPD.

Results
E_HOMO   -8.685 eV
Frontier orbital gap   8.994 eV
Structure (SMILES)   O=c1sc2ccccc2c2c1nc(CCl)n2Cc1ccccc1
Molecular weight   340.83 g/mol
Energy above the lowest of the compared OMol25 structures with the same formula, charge and spin   0.0 kcal per mole

```
! RIJCOSX wB97M-V def2-TZVPD def2/J DEFGRID3
* xyz 0 1
O -4.58838 -1.25399 -0.72758
C -3.38504 -1.30606 -0.64648
S -2.77476 -2.74368 0.21369
C -1.08612 -2.76971 -0.25499
C -0.55732 -4.01742 -0.34997
C 0.68160 -4.19912 -0.98376
C 1.44603 -3.11408 -1.34771
C 0.91233 -1.87678 -1.20349
C -0.36989 -1.66143 -0.72281
C -1.01893 -0.26987 -0.73049
C -2.38688 -0.21962 -0.77900
N -2.88116 1.01736 -0.93685
C -1.89690 1.83605 -0.89232
C -2.10588 3.33014 -0.87407
Cl -0.64571 4.49827 -0.54704
N -0.71482 1.08746 -0.78947
C 0.62543 1.53375 -1.00236
C 1.19910 1.49460 0.40585
C 0.43954 1.76769 1.61712
C 0.97441 1.64477 2.92317
C 2.34423 1.19415 3.06011
C 3.12625 0.89598 1.93737
C 2.52115 0.99412 0.63464
H -1.13242 -4.85823 0.09386
H 1.19853 -5.21847 -0.97931
H 2.44313 -3.35701 -1.75420
H 1.40338 -0.97048 -1.52278
H -2.87251 3.45925 -0.09431
H -2.49956 3.64937 -1.85539
H 0.67475 2.59565 -1.24385
H 1.24568 0.94465 -1.70867
H -0.64307 1.86906 1.50744
H 0.27504 1.60502 3.68204
H 2.70662 1.02385 4.14601
H 4.15692 0.66728 1.92859
H 3.18520 0.72748 -0.20298
*
```

=====

Entry 6:
Here is C18H13CoN2O6S as an isolated structure from OMol25. Energies are from ωB97M-V/def2-TZVPD.

Results
E_HOMO (alpha / beta)   -5.012 / -4.968 eV
Frontier orbital gap (alpha / beta)   6.897 / 6.839 eV
Molecular weight   444.31 g/mol

```
! RIJCOSX wB97M-V def2-TZVPD def2/J DEFGRID3
* xyz -1 2
Co -0.30092 -0.76113 1.26823
C 2.14575 5.60211 -0.13730
C 1.35012 4.33765 -0.30183
C 0.05543 4.26740 0.20818
C -0.72677 3.14910 -0.00091
C -0.21654 2.08450 -0.72031
C 1.07024 2.12055 -1.21695
C 1.85580 3.24293 -0.99500
S -1.33088 0.76406 -1.19745
O -2.64603 1.05782 -0.69387
O -1.22146 0.69894 -2.63938
N -0.76703 -0.63627 -0.48427
C -0.84318 -1.84449 -1.15292
C -1.30169 -2.10873 -2.45739
C -1.28858 -3.40893 -2.92231
C -0.85766 -4.47224 -2.13582
C -0.43584 -4.25656 -0.81034
C -0.05626 -5.26567 0.09560
C 0.28459 -4.89097 1.40269
C 0.28539 -3.57685 1.77860
N -0.06282 -2.56486 0.92659
C -0.42952 -2.92190 -0.34621
H 2.17083 5.91735 0.90439
H 1.67735 6.40772 -0.70497
H 3.16570 5.47893 -0.49517
H -0.33441 5.09914 0.78014
H -1.72780 3.06943 0.38846
H 1.43646 1.28600 -1.79477
H 2.86667 3.26912 -1.37952
H -1.65539 -1.30924 -3.08260
H -1.63106 -3.60131 -3.93086
H -0.87672 -5.47924 -2.53127
H -0.05680 -6.30142 -0.19902
H 0.54475 -5.64597 2.12939
H 0.54697 -3.26893 2.77877
O 0.36446 0.24248 4.95135
C 0.10325 0.14925 3.77441
O 0.11428 -0.87633 3.01684
C -0.32990 1.41527 2.88022
O -0.42086 2.52690 3.35228
O -0.51992 1.00439 1.69428
*
```

=====

no.,electronic energy (eV)
1,-177570.3976
2,-36802.8447
3,-49767.9373
4,-32625.8745
5,-47260.7740
6,-82608.0845